Record 1
Molecular formula: C33H32BiBrN4O2S4
Method: DFT, ωB97M-V with the def2-TZVPD basis set

Structure (XYZ):
```
77
Properties=species:S:1:pos:R:3:forces:R:3
Bi -0.339 -0.392 0.754 -0.1 -0.1 0.4
S 0.963 -0.515 3.370 0.1 -0.1 -0.2
C 2.404 -1.414 2.940 0.0 0.1 -0.2
C 3.049 -2.209 3.897 0.0 0.0 0.1
C 4.159 -2.972 3.589 0.0 0.0 0.0
C 4.693 -2.974 2.304 0.0 0.0 0.0
C 4.094 -2.187 1.336 0.1 -0.1 0.0
C 2.975 -1.423 1.649 -0.2 0.1 0.2
S 2.284 -0.483 0.318 0.2 0.3 0.0
C 2.502 1.211 0.994 -0.1 -0.1 -0.2
C 1.460 2.237 0.614 0.1 -0.1 0.0
C 1.983 3.444 0.317 0.0 0.0 0.1
C 1.282 4.757 0.428 0.0 0.0 0.0
C -0.769 4.308 0.671 0.0 0.0 0.0
C -0.833 2.810 0.222 -0.1 0.0 -0.1
C -2.296 2.417 0.455 0.0 -0.2 -0.1
S -2.887 0.785 -0.086 0.0 0.1 0.0
C -2.749 0.874 -1.852 -0.2 0.1 0.0
C -3.839 1.423 -2.527 0.0 0.0 0.0
C -3.821 1.572 -3.901 0.0 0.0 0.0
C -2.698 1.158 -4.604 0.0 0.0 0.0
C -1.625 0.598 -3.939 0.0 0.0 0.0
C -1.625 0.438 -2.549 0.2 -0.1 -0.2
S -0.160 -0.287 -1.885 0.0 0.0 0.0
N 0.118 1.891 0.784 0.1 0.1 0.0
H 2.639 -2.225 4.899 0.0 0.0 0.0
H 4.616 -3.578 4.362 0.0 0.0 0.0
H 5.561 -3.572 2.065 0.0 0.0 0.0
H 4.487 -2.163 0.327 0.0 0.0 0.0
H 3.488 1.542 0.683 0.0 0.0 0.0
H 2.479 1.076 2.076 0.0 0.0 0.0
H 3.056 3.499 0.201 0.0 0.0 0.0
H 1.986 5.583 0.377 0.0 0.0 0.0
H -1.767 4.694 0.875 0.0 0.0 0.0
H -2.926 3.153 -0.042 0.0 0.0 0.0
H -2.507 2.455 1.526 0.0 0.0 0.0
H -4.703 1.735 -1.954 0.0 0.0 0.0
H -4.669 2.006 -4.413 0.0 0.0 0.0
H -2.655 1.273 -5.679 0.0 0.0 0.0
H -0.749 0.288 -4.493 0.0 0.0 0.0
Br 0.034 6.098 4.156 0.0 0.0 0.0
C 0.032 6.063 2.255 0.0 0.0 0.0
C -0.267 7.188 1.601 0.0 0.0 0.0
C -0.359 7.348 0.147 0.0 0.0 0.0
C -0.254 6.392 -0.777 0.0 0.0 0.0
C 0.009 4.961 -0.474 0.0 0.0 0.0
C 0.333 4.721 1.663 0.0 0.0 0.0
C -0.127 4.037 -1.653 -0.1 0.0 0.0
O 0.125 4.259 -2.801 0.0 0.0 0.0
O -0.662 2.873 -1.235 0.1 0.0 0.0
H -0.467 8.074 2.189 0.0 0.0 0.0
H -0.536 8.362 -0.191 0.0 0.0 0.0
H -0.322 6.648 -1.828 0.0 0.0 0.0
H 0.602 3.997 2.428 0.0 0.0 0.0
C -2.024 -5.475 -2.342 0.0 0.0 0.0
C -1.548 -4.082 -2.689 0.0 0.0 0.0
N -1.265 -3.364 -1.462 0.0 0.0 0.1
C -0.616 -3.936 -0.398 -0.1 0.1 -0.1
N -0.082 -3.147 0.487 0.1 0.0 0.0
C 0.549 -3.744 1.664 0.0 0.0 0.0
C 0.004 -5.119 2.000 0.0 0.0 0.0
C 0.063 -5.974 0.754 0.0 0.0 0.0
N -0.655 -5.306 -0.317 0.0 0.0 0.0
C -0.975 -6.133 -1.470 0.0 0.0 0.0
H -2.179 -6.067 -3.245 0.0 0.0 0.0
H -2.971 -5.417 -1.801 0.0 0.0 0.0
H -2.312 -3.526 -3.234 0.0 0.0 0.0
H -0.662 -4.143 -3.335 0.0 0.0 0.0
H -1.006 -2.390 -1.588 0.0 0.0 0.0
H 0.400 -3.070 2.507 0.0 0.0 0.0
H 1.632 -3.812 1.509 0.0 0.0 0.0
H -1.033 -5.042 2.338 0.0 0.0 0.0
H 0.588 -5.572 2.802 0.0 0.0 0.0
H -0.412 -6.945 0.913 0.0 0.0 0.0
H 1.107 -6.162 0.468 0.0 0.0 0.0
H -1.333 -7.092 -1.092 0.0 0.0 0.0
H -0.070 -6.336 -2.060 0.0 0.0 0.0
```
Positions in Å, forces in eV/Å.

The HOMO energy is -7.32 eV. For the LUMO energy, the calculation gives 0.060 eV. The calculation puts the orbital gap at 7.3775 eV.

Results of the Löwdin charge analysis, in e, for atoms 1 through 2: 1.2868 0.4756

=====

Record 2
Molecular formula: C22H31BF11N4O5S
Method: DFT, ωB97M-V with the def2-TZVPD basis set

Structure (XYZ):
```
75
Properties=species:S:1:pos:R:3:forces:R:3
O -2.980 -1.808 0.189 -0.1 0.1 0.0
S -1.908 -1.348 -0.660 -0.4 0.0 0.3
O -0.802 -2.241 -0.909 0.3 0.2 0.0
C -2.433 -0.509 -2.044 -0.2 -0.8 -0.3
O -1.679 -0.969 -3.176 -0.1 0.1 0.2
B -0.497 -0.315 -3.444 0.2 0.0 -0.1
O -0.465 1.041 -3.663 0.1 0.2 0.2
O 0.668 -1.034 -3.548 -0.3 0.0 -0.2
C -3.881 -0.758 -2.364 -0.3 0.8 -0.4
F -4.728 -0.321 -1.382 0.4 -0.2 -0.4
F -4.189 -0.003 -3.495 0.0 -0.3 0.5
C -4.240 -2.245 -2.724 -0.5 -0.2 0.1
F -5.269 -2.703 -1.934 0.5 0.2 -0.4
F -4.669 -2.371 -4.022 0.2 0.0 0.5
C -1.149 -0.010 0.438 -0.1 0.2 -0.1
F -1.690 1.196 0.115 0.1 -0.3 0.4
F -1.460 -0.258 1.739 0.1 0.0 -0.4
C 0.390 0.205 0.372 0.0 0.1 0.2
F 0.667 1.100 1.369 0.0 0.2 -0.2
F 0.719 0.770 -0.802 0.0 -0.2 0.2
C 1.336 -1.009 0.658 -0.3 0.4 0.1
F 1.785 -1.590 -0.427 0.1 -0.2 -0.5
F 2.406 -0.565 1.334 0.3 0.1 0.1
F 0.721 -1.889 1.433 -0.1 -0.4 0.2
H 0.441 1.371 -3.647 -0.1 0.0 -0.1
H 0.475 -1.968 -3.358 0.2 0.0 0.1
H -3.376 -2.895 -2.571 -0.1 0.0 -0.1
C 1.733 -2.370 4.414 0.0 0.0 0.1
C 1.327 -1.680 5.710 -0.1 -0.1 -0.1
C 2.443 -0.815 6.306 -0.1 0.0 0.0
C 3.627 -1.598 6.648 0.6 -0.4 0.1
N 4.554 -2.233 6.912 -0.5 0.3 -0.1
H 2.559 -3.067 4.566 0.0 0.0 0.0
H 0.894 -2.932 4.005 0.0 0.0 0.0
H 2.038 -1.638 3.668 0.0 0.0 0.0
H 1.016 -2.422 6.448 0.0 0.0 0.0
H 0.469 -1.032 5.525 0.0 0.1 0.0
H 2.100 -0.315 7.212 0.0 0.1 0.0
H 2.739 -0.041 5.595 0.0 0.0 0.0
C -0.360 5.359 4.665 0.0 0.0 0.0
C -0.408 4.539 3.381 0.0 0.1 0.1
C -1.185 3.227 3.534 0.1 0.1 -0.2
C -0.577 2.368 4.544 0.3 -0.6 0.5
N -0.075 1.706 5.345 -0.3 0.4 -0.4
H 0.154 4.816 5.460 0.0 0.0 0.0
H 0.173 6.296 4.505 0.0 0.0 0.0
H -1.366 5.600 5.015 0.0 0.0 0.0
H 0.607 4.315 3.048 0.0 0.0 0.0
H -0.881 5.122 2.589 0.0 0.0 0.0
H -1.205 2.685 2.588 0.0 -0.1 0.0
H -2.217 3.425 3.829 0.0 0.0 0.0
C 4.242 -4.632 -2.984 0.0 0.0 0.0
C 3.570 -5.152 -1.719 0.1 0.1 -0.1
C 2.168 -5.714 -1.979 0.1 -0.1 0.1
C 1.281 -4.694 -2.524 -0.5 0.6 -0.2
N 0.610 -3.846 -2.921 0.5 -0.7 0.0
H 3.678 -3.806 -3.418 0.0 0.0 0.0
H 5.246 -4.268 -2.764 0.0 0.0 0.0
H 4.327 -5.419 -3.737 0.0 0.0 0.0
H 3.500 -4.349 -0.984 0.0 0.0 0.0
H 4.178 -5.942 -1.274 0.0 0.0 0.0
H 1.725 -6.086 -1.054 0.0 0.0 0.0
H 2.212 -6.544 -2.687 0.0 0.0 0.0
C -2.031 3.503 -5.261 0.0 0.1 0.0
C -2.249 4.084 -3.870 0.0 -0.1 -0.1
C -1.345 5.291 -3.575 -0.2 0.0 0.1
C 0.062 4.916 -3.650 0.6 -0.5 -0.1
N 1.131 4.497 -3.746 -0.4 0.4 0.1
H -1.016 3.124 -5.372 0.0 0.0 0.0
H -2.710 2.670 -5.434 0.0 0.0 0.0
H -2.208 4.254 -6.035 0.0 0.0 0.0
H -2.070 3.309 -3.124 0.0 0.0 0.0
H -3.287 4.404 -3.759 0.0 0.0 0.0
H -1.541 5.678 -2.574 0.0 0.0 0.0
H -1.525 6.099 -4.287 0.0 0.0 0.0
```
Positions in Å, forces in eV/Å.

The HOMO energy is -4.76 eV. For the LUMO energy, the calculation gives 2.368 eV. Its charge is -1. The calculation puts the orbital gap at 7.1237 eV.

Results of the Löwdin charge analysis, in e, for atoms 1 through 2: -0.2753 0.7288

=====

Record 3
Molecular formula: C6H10N3
Method: DFT, ωB97M-V with the def2-TZVPD basis set

Structure (XYZ):
```
19
Properties=species:S:1:pos:R:3:forces:R:3
C -2.735 -1.578 1.284 -0.2 -1.3 -3.9
C -2.186 -0.349 3.377 -2.9 0.7 -0.2
C 0.438 0.608 -0.487 3.4 0.2 -2.4
C -2.037 -0.664 2.075 -0.7 -0.8 1.6
C 2.668 1.398 -0.783 0.9 -0.9 -0.7
C 1.514 0.077 -2.534 0.1 -0.5 -2.2
N -2.888 -2.123 0.235 -1.4 -0.2 1.8
N 1.479 0.753 -1.285 -0.4 -0.1 1.7
N -0.439 0.427 0.200 -2.5 -0.1 1.4
H -1.565 0.427 3.757 0.8 0.3 0.4
H -3.166 -0.461 4.026 2.3 -0.7 -1.5
H -3.433 -2.711 -0.479 1.3 1.4 1.7
H 2.670 2.397 -1.059 -0.2 2.2 -0.2
H 2.818 1.294 0.258 -0.1 -0.2 1.1
H 3.559 1.017 -1.281 -0.1 -0.5 0.1
H 2.324 0.613 -3.141 -1.6 -0.7 0.4
H 1.834 -1.018 -2.521 -0.5 1.3 0.4
H 0.456 0.180 -2.932 1.6 -0.3 -0.3
H -1.309 -0.289 1.290 0.3 0.4 0.9
```
Positions in Å, forces in eV/Å.

The HOMO energy is -12.60 eV. For the LUMO energy, the calculation gives -4.723 eV. Its charge is +1. The calculation puts the orbital gap at 7.8782 eV.

Results of the Löwdin charge analysis, in e, for atoms 1 through 2: -0.0046 0.1260